{"formula": "C4H9Al2NOS", "method": "wB97M-V/def2-TZVPD", "charge": 2, "lumo_ha": -0.48444, "homo_ev": -17.84, "e_tot_ev": -31837.17400, "symbols": ["C", "C", "S", "C", "Al", "O", "C", "N", "H", "H", "H", "H", "H", "H", "H", "H", "H", "Al"], "positions_angstrom": [[3.18745, -1.07262, -0.16397], [2.31905, 0.29545, -0.30700], [0.87630, 0.19730, 0.86221], [-0.37294, 1.40156, 0.22244], [-1.90753, 0.26656, -0.53739], [-3.43669, 0.17446, 0.61022], [-3.95789, -1.14921, 0.38183], [-4.11010, -2.35520, 0.37860], [4.11044, -0.98204, -0.83335], [3.57135, -1.23883, 0.90657], [2.49359, -1.93297, -0.47429], [2.90433, 1.24290, -0.02779], [1.94162, 0.30861, -1.40531], [-0.69198, 2.18842, 1.00677], [0.12684, 2.00180, -0.63136], [-1.49228, -1.26564, -0.78654], [-2.35054, 0.90242, -1.93926], [-3.21101, 1.01705, 2.73761]], "forces_ev_per_angstrom": [[-0.37, 0.31, 0.51], [0.69, -1.54, -0.91], [-2.07, 2.03, -2.26], [3.99, 2.02, 0.88], [-1.36, -1.61, 0.08], [-0.28, -3.11, -0.80], [1.00, -2.94, 1.25], [0.45, 6.44, -0.18], [-1.50, -0.14, 0.77], [-0.69, 0.30, -1.58], [1.36, 1.15, 0.36], [-1.03, -1.02, -0.29], [0.36, 0.47, 1.83], [0.07, -1.52, -0.85], [-0.91, -1.08, 1.15], [0.43, 0.05, 0.15], [0.41, 0.43, 0.03], [-0.54, -0.25, -0.14]]}

---

{"formula": "C3H4N2O", "method": "wB97M-V/def2-TZVPD", "lumo_ha": 0.02226, "homo_ev": -10.65, "e_tot_ev": -8202.28895, "symbols": ["O", "C", "N", "C", "C", "N", "H", "H", "H", "H"], "positions_angstrom": [[-1.62572, 1.42494, 0.17640], [-1.57885, 0.24688, -0.09894], [-0.47530, -0.53799, 0.09174], [0.76542, 0.04323, 0.50691], [2.42222, -0.05776, -1.44693], [1.65017, 0.23182, -0.60651], [-2.43475, -0.31915, -0.50657], [-0.46970, -1.48313, -0.26189], [0.53519, 0.97515, 1.03228], [1.30163, -0.63416, 1.16977]], "forces_ev_per_angstrom": [[-0.05, -0.38, -0.13], [-0.02, 0.18, 0.09], [-0.12, -0.02, 0.00], [0.03, -0.12, 0.27], [-0.72, 0.57, 0.69], [0.85, -0.41, -0.84], [0.07, 0.10, 0.04], [-0.07, 0.15, 0.02], [0.22, -0.11, -0.33], [-0.18, 0.04, 0.19]]}

---

{"formula": "C32H94Cl2N18O16P4", "method": "wB97M-V/def2-TZVPD", "smiles": "CN(C)P(=O)(N(C)C)N(C)C.CN(C)P(=O)(N(C)C)N(C)C.CN(C)P(=O)(N(C)C)N(C)C.CN(C)P(=O)(N(C)C)N(C)C.C[N+](=O)[O-].C[N+](=O)[O-].C[N+](=O)[O-].C[N+](=O)[O-].C[N+](=O)[O-].C[N+](=O)[O-].ClCCCl", "lumo_ha": -0.01352, "homo_ev": -8.24, "e_tot_ev": -156477.62383, "symbols": ["O", "P", "N", "C", "C", "N", "C", "C", "N", "C", "C", "H", "H", "H", "H", "H", "H", "H", "H", "H", "H", "H", "H", "H", "H", "H", "H", "H", "H", "O", "P", "N", "C", "C", "N", "C", "C", "N", "C", "C", "H", "H", "H", "H", "H", "H", "H", "H", "H", "H", "H", "H", "H", "H", "H", "H", "H", "H", "O", "P", "N", "C", "C", "N", "C", "C", "N", "C", "C", "H", "H", "H", "H", "H", "H", "H", "H", "H", "H", "H", "H", "H", "H", "H", "H", "H", "H", "O", "P", "N", "C", "C", "N", "C", "C", "N", "C", "C", "H", "H", "H", "H", "H", "H", "H", "H", "H", "H", "H", "H", "H", "H", "H", "H", "H", "H", "C", "N", "O", "O", "H", "H", "H", "C", "N", "O", "O", "H", "H", "H", "C", "N", "O", "O", "H", "H", "H", "C", "N", "O", "O", "H", "H", "H", "C", "N", "O", "O", "H", "H", "H", "C", "N", "O", "O", "H", "H", "H", "Cl", "C", "C", "Cl", "H", "H", "H", "H"], "positions_angstrom": [[-4.37092, 21.46805, 16.98552], [-4.66436, 21.46469, 18.44461], [-4.79818, 19.93792, 19.11220], [-5.90427, 19.04930, 18.70663], [-3.63388, 19.17761, 19.54002], [-6.13535, 22.21907, 18.80306], [-6.38038, 23.49545, 18.22372], [-6.71423, 22.04254, 20.13690], [-3.52943, 22.27136, 19.41294], [-3.48436, 22.13773, 20.88299], [-2.91251, 23.50807, 18.97544], [-5.97756, 18.17579, 19.35240], [-5.65841, 18.67630, 17.70692], [-6.88739, 19.50873, 18.61788], [-2.92535, 19.70381, 20.17680], [-3.02134, 18.88755, 18.67299], [-3.87167, 18.19433, 19.94667], [-5.81918, 23.66298, 17.30049], [-7.38902, 23.53616, 17.78310], [-6.29352, 24.38907, 18.85177], [-6.25346, 22.77580, 20.81585], [-7.75378, 22.36832, 20.08013], [-6.53630, 21.09595, 20.63739], [-3.88059, 21.17632, 21.19930], [-2.41230, 22.04562, 21.09005], [-3.87320, 23.02214, 21.38647], [-2.91536, 23.53820, 17.88427], [-1.88974, 23.62432, 19.33464], [-3.55195, 24.34049, 19.29399], [-12.11033, 15.49289, 11.62637], [-13.05431, 15.86466, 12.70283], [-14.09198, 17.15890, 12.36095], [-14.20331, 17.82726, 11.07508], [-14.85822, 17.82228, 13.42822], [-12.31386, 16.54769, 14.09502], [-12.58758, 16.01414, 15.42955], [-11.13682, 17.37689, 13.96721], [-14.08032, 14.64130, 13.28875], [-13.46392, 13.38089, 13.63971], [-15.45924, 14.52897, 12.84356], [-13.33624, 17.60385, 10.44604], [-14.16773, 18.91635, 11.13483], [-15.06771, 17.43290, 10.53450], [-15.74116, 18.34606, 13.06677], [-14.08635, 18.47968, 13.84141], [-15.22644, 17.08025, 14.13969], [-13.58902, 15.60913, 15.55384], [-11.92738, 15.16680, 15.66732], [-12.27540, 16.80198, 16.11721], [-10.84529, 17.49374, 12.92216], [-11.24843, 18.41331, 14.29903], [-10.31229, 16.88955, 14.49367], [-13.98272, 12.85319, 14.44075], [-13.35944, 12.78817, 12.72234], [-12.43779, 13.53990, 13.98377], [-16.00884, 13.89158, 13.54276], [-15.47283, 14.00740, 11.88093], [-15.97893, 15.48273, 12.88182], [-10.16495, 13.55550, 19.81773], [-10.23040, 14.88191, 20.47806], [-11.72966, 15.29705, 21.13953], [-12.65994, 14.27406, 21.61308], [-12.20704, 16.68828, 21.27846], [-9.87927, 16.17603, 19.44354], [-10.82730, 16.23947, 18.30489], [-8.51789, 16.47271, 19.05122], [-9.08865, 15.09432, 21.71378], [-9.50459, 15.62077, 23.05483], [-7.76473, 14.49424, 21.62301], [-13.51298, 14.76703, 22.07240], [-12.23676, 13.60869, 22.37350], [-12.87042, 13.64617, 20.74662], [-11.40124, 17.40304, 21.10874], [-12.63807, 16.92349, 22.25033], [-12.88365, 16.78524, 20.42863], [-10.73126, 17.21850, 17.83840], [-10.66150, 15.42333, 17.59839], [-11.83944, 16.12736, 18.69514], [-8.52497, 17.39028, 18.45416], [-7.83068, 16.72708, 19.85554], [-8.13158, 15.74018, 18.33217], [-9.84074, 16.62764, 22.82742], [-10.28034, 14.95113, 23.42541], [-8.67905, 15.58749, 23.76054], [-7.39970, 14.52113, 20.59382], [-7.88381, 13.43360, 21.86996], [-7.07635, 15.05805, 22.25048], [-15.44219, 11.85038, 27.17373], [-14.86944, 13.15201, 26.72054], [-13.17461, 13.22255, 26.72970], [-12.46194, 14.27346, 26.00726], [-12.52320, 12.72990, 27.91919], [-15.44469, 14.47328, 27.58134], [-16.62102, 14.22467, 28.44736], [-15.22149, 15.88294, 27.28026], [-15.23702, 13.44783, 25.12809], [-14.84795, 12.40454, 24.13588], [-16.54901, 13.98156, 24.77634], [-11.44026, 13.91519, 25.85066], [-12.33740, 15.21921, 26.54522], [-12.96209, 14.40540, 25.05066], [-12.61662, 13.38227, 28.80167], [-11.46674, 12.52925, 27.74695], [-13.05682, 11.84970, 28.28614], [-16.34067, 13.73245, 29.37754], [-17.24363, 15.11025, 28.54362], [-17.27161, 13.47793, 27.98140], [-15.83126, 16.19957, 26.42376], [-15.53528, 16.53247, 28.09345], [-14.19146, 16.02298, 26.96166], [-13.81163, 12.60112, 23.84471], [-14.89640, 11.36052, 24.43670], [-15.38005, 12.59439, 23.20678], [-16.74854, 14.81675, 25.44478], [-17.32627, 13.22764, 24.96235], [-16.67013, 14.25115, 23.72930], [-8.87569, 18.79018, 27.37961], [-9.28478, 18.76259, 25.95293], [-8.71491, 17.94523, 25.25946], [-10.18784, 19.48344, 25.61107], [-7.92890, 19.32119, 27.43874], [-8.82274, 17.83590, 27.89606], [-9.63539, 19.34052, 27.93212], [-5.86310, 17.71771, 23.01873], [-6.33656, 19.13347, 23.01488], [-5.69166, 19.98125, 23.58996], [-7.40979, 19.28629, 22.45027], [-4.87912, 17.62008, 23.46472], [-5.97668, 17.31964, 22.01536], [-6.57470, 17.18411, 23.65042], [-12.17015, 12.51656, 17.66280], [-13.17725, 12.10342, 18.67940], [-14.22896, 12.69746, 18.77138], [-12.81717, 11.21399, 19.43779], [-11.83646, 13.47281, 18.05391], [-12.68811, 12.65906, 16.71362], [-11.40920, 11.76739, 17.51170], [-9.92759, 20.41786, 20.89916], [-9.92596, 20.47047, 19.41588], [-9.73660, 19.47287, 18.76588], [-9.96231, 21.58482, 18.94160], [-9.59065, 19.41567, 21.14763], [-10.96402, 20.59472, 21.18173], [-9.29106, 21.16751, 21.35339], [-11.97942, 20.61328, 16.07812], [-12.74080, 20.48966, 17.32821], [-12.61016, 19.45922, 17.94801], [-13.49730, 21.39162, 17.62704], [-12.07952, 21.65405, 15.79004], [-12.49489, 19.97473, 15.35844], [-11.00063, 20.17053, 16.23510], [-8.12888, 11.66141, 16.05131], [-8.91425, 12.88737, 15.73020], [-8.79229, 13.41114, 14.65563], [-9.67256, 13.27919, 16.61287], [-7.70441, 11.36390, 15.09888], [-8.92209, 11.00994, 16.41211], [-7.41062, 11.88689, 16.83146], [-17.85382, 18.18693, 18.14499], [-16.29017, 18.34731, 17.30531], [-15.17216, 17.60683, 18.02259], [-14.84029, 18.41849, 19.53528], [-16.12411, 19.41643, 17.44051], [-16.47332, 18.18174, 16.24655], [-14.33360, 17.66260, 17.32203], [-15.31352, 16.54292, 18.20383]], "forces_ev_per_angstrom": [[0.01, 0.53, 1.08], [0.05, 0.58, -0.23], [-0.76, -0.09, 1.53], [0.53, 0.14, -1.10], [1.15, -0.27, -1.36], [0.44, -1.93, 0.48], [-1.12, 0.85, -1.84], [0.44, 1.65, 0.14], [0.04, -1.13, 0.24], [1.09, -0.48, -1.19], [-0.88, -0.02, -0.85], [0.09, 0.19, 0.31], [-0.21, -0.23, -0.09], [0.17, 0.41, 0.28], [-0.40, 0.13, 0.23], [0.00, 0.14, -0.16], [-0.52, 0.32, 0.49], [0.60, -0.23, 0.37], [-0.23, -0.07, 0.54], [0.33, -0.31, 0.41], [0.00, 0.07, 0.11], [-0.20, -0.55, 0.07], [-0.30, -0.35, -0.58], [-0.63, 0.40, 0.19], [0.01, 0.30, 0.46], [-0.29, -0.18, 0.18], [0.18, -0.07, 0.02], [-0.04, -0.08, 0.15], [0.39, 0.27, 0.18], [-0.57, 0.27, 0.26], [-0.43, 1.56, 1.02], [-0.47, -0.45, -0.82], [0.75, -1.00, -0.71], [1.26, -0.74, -0.22], [-1.29, -1.46, -0.40], [1.35, -0.13, -0.28], [0.36, -0.32, -0.51], [0.53, 1.43, 0.50], [0.90, 0.04, -0.57], [0.17, -0.58, 0.28], [0.00, -0.32, 0.16], [-0.49, 0.00, 0.37], [-0.23, 0.58, -0.12], [0.21, 0.14, -0.33], [-0.82, 0.39, 0.82], [0.29, 0.17, 0.30], [-0.22, 0.61, 0.00], [0.15, 0.00, -0.04], [-0.66, -0.02, 0.37], [-0.05, -0.40, -0.05], [-0.30, -0.13, 0.50], [0.21, 0.27, 0.01], [-0.30, 0.01, -0.18], [-0.19, -0.46, 0.31], [-0.04, 0.13, 0.02], [0.17, -0.08, 0.09], [-0.46, 0.40, -0.22], [0.15, 0.02, -0.57], [-0.28, 0.19, 0.43], [0.45, 1.07, 0.87], [1.46, 0.37, 0.44], [0.84, -0.39, -0.50], [0.66, -0.55, -1.17], [-1.03, -0.22, 0.25], [0.42, -0.12, 0.68], [-0.06, 0.65, -1.09], [-0.26, 0.30, 0.13], [-0.06, -0.83, -1.90], [-0.99, -0.53, -0.55], [-0.26, -0.13, -0.37], [0.20, 0.14, 0.03], [-0.79, -0.11, 0.38], [0.11, -0.17, -0.03], [-0.26, -0.33, -0.02], [-0.53, 0.74, 0.59], [-0.05, -0.03, -0.12], [0.19, 0.13, -0.21], [-0.06, 0.12, -0.08], [-0.29, 0.08, 0.08], [-0.18, -0.59, 0.32], [0.36, -0.36, 0.42], [-0.24, 0.18, 0.93], [-0.28, 0.43, 0.36], [0.16, 0.22, -0.16], [0.02, 0.08, 0.04], [0.77, 0.02, 0.36], [0.11, -0.33, 0.15], [0.76, 1.15, 0.47], [-0.01, -0.42, -0.21], [-0.83, 0.27, -0.24], [0.26, -0.69, 0.10], [-0.61, -0.20, 1.03], [-0.80, -0.25, 0.82], [-0.18, -1.15, -0.89], [-0.02, -0.51, -1.12], [0.08, -0.31, -1.66], [1.28, 1.00, -0.13], [-0.60, -0.39, 1.29], [-0.02, -0.05, -0.26], [-0.32, 0.06, 0.06], [0.15, 0.34, 0.00], [0.26, 0.53, -0.30], [-0.05, -0.15, -0.12], [0.31, -0.33, -0.44], [0.06, 0.59, 0.32], [0.32, 0.20, 0.34], [0.00, 0.06, -0.12], [-0.02, 0.08, -0.02], [0.46, -0.17, 0.32], [0.03, 0.33, 0.37], [0.16, -0.24, 0.17], [-0.46, 0.08, 0.31], [-0.37, -0.26, 0.14], [-0.28, 0.13, -0.36], [-0.07, 0.03, 0.03], [0.55, 0.28, 0.02], [-0.36, 0.99, 1.16], [-0.20, -1.14, 0.76], [0.22, 0.11, -0.47], [0.03, 0.27, -0.28], [0.05, -0.12, -0.05], [0.24, -0.41, -0.87], [0.09, 0.30, -0.28], [-0.29, -0.30, 0.49], [-0.41, -0.69, -0.16], [-0.16, -0.02, -0.21], [0.50, 0.51, 0.18], [0.11, 0.27, -0.30], [0.26, 0.15, -0.07], [-0.06, 0.11, 0.00], [-1.06, 0.49, -0.58], [0.90, -1.18, 0.63], [-0.08, 0.26, -0.33], [-0.42, 0.28, -0.29], [0.57, -0.15, -0.19], [-0.17, 0.18, 0.15], [0.14, 0.04, 0.66], [-0.65, -1.06, 0.15], [1.56, 1.12, 0.20], [-0.33, -0.69, 0.04], [-0.62, 0.52, -0.40], [-0.16, 0.05, 0.25], [0.03, -0.12, 0.17], [0.10, 0.14, -0.45], [-0.35, -0.15, -0.42], [-0.45, 0.01, 0.08], [0.31, -0.25, 0.22], [0.10, 0.02, 0.04], [0.59, -0.07, -0.15], [-0.11, 0.10, 0.01], [0.18, 0.50, 0.07], [-0.80, 0.21, -0.54], [-0.48, 0.62, 1.14], [0.21, 0.08, -0.53], [0.45, -0.15, -0.49], [0.24, -0.31, 0.25], [0.47, -0.43, 0.07], [0.00, 0.05, -0.04], [-0.50, -0.43, 0.06], [-0.50, 0.84, 0.77], [-0.06, -0.14, -1.54], [0.01, -0.03, 0.59], [0.48, -0.05, -0.31], [0.35, -0.58, 0.07], [0.38, 0.22, 0.46], [-0.48, 0.09, 0.06]]}

---

Number 1: Kohn-Sham gap 4.653 eV. Number 2: Kohn-Sham gap 11.254 eV. Number 3: Kohn-Sham gap 7.869 eV.